Entry 1:
{
  "formula": "C15H9NO4",
  "method": "ωB97M-V/def2-TZVPD",
  "lumo_ev": -0.792,
  "smiles": "O=NOCc1ccc2c(c1)C(=O)c1ccccc1C2=O",
  "e_homo_ev": -9.396,
  "species": ["O", "N", "O", "C", "C", "C", "C", "C", "C", "C", "C", "O", "C", "C", "C", "C", "C", "C", "C", "O", "H", "H", "H", "H", "H", "H", "H", "H", "H"],
  "xyz": [[-1.1434, 4.2671, 1.6257], [-1.8236, 3.4013, 1.2052], [-2.7174, 3.9777, 0.3085], [-3.0101, 3.0454, -0.7857], [-2.3319, 1.6514, -0.5619], [-2.9506, 0.5735, 0.2087], [-2.3208, -0.7250, 0.3984], [-0.9964, -0.9173, -0.1867], [-0.3205, 0.1485, -0.9497], [-1.0023, 1.4122, -1.1293], [1.1162, -0.1535, -1.4926], [1.4905, 0.1850, -2.5854], [2.0047, -0.9780, -0.5031], [3.4079, -0.7157, -0.2564], [4.0826, -1.5459, 0.7275], [3.4440, -2.6464, 1.4550], [2.0279, -2.8920, 1.1931], [1.3252, -2.0624, 0.2313], [-0.2019, -2.2600, -0.0491], [-0.7197, -3.3393, -0.1814], [-4.1174, 2.9397, -0.9452], [-2.6056, 3.4751, -1.7415], [-3.9465, 0.7459, 0.6761], [-2.7481, -1.5661, 0.9806], [-0.5054, 2.2186, -1.7108], [3.9522, 0.0881, -0.7937], [5.1596, -1.3730, 0.9793], [4.0199, -3.2733, 2.1777], [1.4310, -3.6819, 1.7054]],
  "atomic_forces_ev_per_a": [[-0.28, -0.94, 0.47], [0.95, 1.62, 0.32], [-0.70, -0.81, -1.46], [0.07, -1.16, -0.34], [1.05, -1.94, 0.01], [0.98, -0.25, -0.56], [1.82, 1.62, -1.53], [-0.05, 1.13, -0.30], [-1.60, -0.28, 1.15], [-0.85, -1.04, 0.58], [-0.33, -0.40, 1.05], [-0.05, 0.20, 0.50], [0.04, -0.97, 1.19], [-1.10, -1.69, 0.99], [-0.78, -0.76, 0.29], [-1.52, 1.47, -1.76], [0.69, 1.22, -0.99], [1.13, 0.68, 0.01], [0.50, 1.19, 0.07], [0.15, 0.34, 0.40], [1.00, 0.15, 0.58], [-0.18, -0.19, 1.05], [0.88, -0.09, -0.45], [0.09, 0.87, -0.51], [-0.39, -0.69, 0.46], [-0.53, -0.70, 0.46], [-1.12, 0.01, -0.48], [-0.62, 0.75, -0.75], [0.77, 0.66, -0.44]]
}

---

Entry 2:
{
  "formula": "C16H10AsF6MoN2O2S3Sb2Se4",
  "method": "ωB97M-V/def2-TZVPD",
  "charge": -1,
  "spin_multiplicity": 3,
  "s2": 2.071,
  "lumo_ev": [-0.273, -0.971],
  "e_homo_ev": [-4.913, -5.220],
  "species": ["Mo", "S", "Sb", "S", "S", "C", "C", "C", "C", "C", "C", "C", "C", "C", "C", "C", "C", "C", "C", "C", "H", "H", "H", "H", "H", "H", "H", "H", "H", "H", "O", "C", "N", "O", "N", "Se", "Sb", "Se", "Se", "Se", "F", "As", "F", "F", "F", "F", "F"],
  "xyz": [[0.1808, 0.3208, -0.1421], [-4.7676, 0.2278, -0.9704], [-3.3467, -0.3992, 0.6348], [-1.5630, 2.0584, -0.3940], [-1.6297, -1.0421, -1.0558], [0.0263, 2.5591, -0.1305], [0.8306, 3.5181, -0.1062], [1.6884, 4.5651, -0.1524], [1.7891, 5.3134, -1.4084], [2.8609, 6.1794, -1.6608], [2.9270, 6.8848, -2.8490], [1.9391, 6.7335, -3.8116], [0.8864, 5.8546, -3.5888], [0.8118, 5.1537, -2.4017], [2.4442, 4.9279, 1.0552], [2.9695, 3.9211, 1.8687], [3.6733, 4.2437, 3.0152], [3.8401, 5.5726, 3.3790], [3.2956, 6.5796, 2.5936], [2.6056, 6.2632, 1.4359], [3.6593, 6.2714, -0.9379], [3.7601, 7.5524, -3.0284], [1.9942, 7.2879, -4.7396], [0.1247, 5.7163, -4.3442], [-0.0124, 4.4712, -2.2373], [2.8378, 2.8845, 1.5832], [4.0904, 3.4551, 3.6275], [4.3870, 5.8257, 4.2783], [3.4043, 7.6156, 2.8883], [2.1574, 7.0468, 0.8394], [4.2533, 1.2947, -0.6830], [3.1988, 0.9023, -0.3369], [2.1404, 0.5289, 0.0775], [-0.8150, -0.0559, 2.5659], [-0.3220, 0.0946, 1.5024], [4.3873, -3.7479, 1.3006], [2.1991, -4.0364, 0.3633], [1.4191, -6.2825, 0.0693], [1.9301, -2.7197, -1.8848], [0.2568, -2.1096, -0.5341], [0.8517, 0.7956, -2.2899], [0.3135, 0.5508, -4.0626], [-0.2104, -1.0695, -3.6869], [-1.2385, 1.1180, -3.5276], [-0.1900, 0.3567, -5.6832], [0.8157, 2.1744, -4.3164], [1.9035, -0.0446, -4.3133]],
  "atomic_forces_ev_per_a": [[-0.89, 1.86, -0.01], [0.59, -0.24, 0.76], [-0.61, 0.34, -0.50], [0.12, -0.18, -0.16], [-0.86, -0.10, -1.68], [-0.20, 1.17, 0.17], [-0.06, -0.30, 0.09], [0.00, -0.06, -0.16], [0.04, 0.13, -0.09], [-0.01, -0.06, 0.04], [0.05, 0.05, -0.02], [-0.02, -0.02, 0.00], [0.04, 0.07, -0.01], [-0.06, -0.05, 0.06], [0.08, 0.05, 0.15], [0.00, -0.01, -0.08], [0.00, 0.00, 0.05], [0.01, 0.02, 0.01], [0.01, 0.01, 0.02], [-0.02, -0.06, -0.01], [-0.01, 0.02, 0.02], [0.01, -0.03, -0.01], [0.02, -0.01, 0.00], [0.00, -0.04, 0.01], [0.02, -0.03, 0.00], [-0.01, -0.02, -0.01], [0.00, 0.00, -0.01], [0.00, -0.01, 0.00], [0.00, 0.00, -0.01], [0.03, 0.01, -0.03], [-0.11, -0.04, 0.04], [-0.01, -0.06, 0.01], [0.90, -0.13, 0.18], [0.21, 0.09, 0.01], [0.17, -0.35, 0.00], [-0.16, 0.22, -0.20], [0.84, -1.01, 0.70], [-0.15, 0.19, -0.07], [1.18, -0.25, -1.74], [-0.82, -1.03, 2.18], [-0.50, -0.48, 0.00], [-0.34, -0.06, 0.84], [0.23, 0.18, 0.18], [0.20, -0.03, -0.24], [0.08, 0.08, -0.16], [0.10, 0.07, -0.10], [-0.04, 0.09, -0.23]]
}

---

Entry 3:
{
  "formula": "C16H10Cl5N10O2S2Ti",
  "method": "ωB97M-V/def2-TZVPD",
  "charge": -1,
  "spin_multiplicity": 3,
  "s2": 2.021,
  "lumo_ev": [2.316, 2.308],
  "e_homo_ev": [-3.010, -5.022],
  "species": ["Ti", "Cl", "C", "C", "Cl", "C", "Cl", "C", "O", "C", "Cl", "C", "Cl", "S", "C", "C", "N", "C", "S", "C", "N", "N", "N", "N", "C", "N", "N", "H", "H", "H", "C", "N", "C", "C", "C", "N", "C", "O", "N", "H", "H", "H", "H", "H", "H", "H"],
  "xyz": [[-0.3495, 0.7230, -0.6491], [-3.7928, 1.8185, 5.9813], [-3.0352, 1.8334, 4.4291], [-2.9637, 0.6732, 3.6658], [-3.6369, -0.7965, 4.2703], [-2.3552, 0.6915, 2.4200], [-2.2761, -0.7417, 1.4586], [-1.7843, 1.8605, 1.8731], [-1.2034, 1.9005, 0.7289], [-1.8721, 3.0236, 2.6758], [-1.1772, 4.4641, 2.0382], [-2.4830, 3.0087, 3.9184], [-2.5599, 4.4585, 4.8521], [0.3754, 1.5277, -2.8205], [-0.8580, 0.8201, -3.8315], [-0.4999, 0.5103, -5.1874], [-0.2122, 0.2631, -6.2750], [-2.1115, 0.5568, -3.3790], [-2.6150, 0.8619, -1.7371], [-3.0840, -0.0314, -4.2590], [-3.8868, -0.5174, -4.9266], [1.3760, -3.7965, -3.1547], [0.4313, -2.9268, -2.6278], [-0.8572, -3.1601, -2.7127], [-1.3459, -2.1161, -2.0536], [-0.3650, -1.3126, -1.6162], [0.7754, -1.8679, -1.9796], [0.9574, -4.1922, -3.9898], [2.1759, -3.2277, -3.4133], [-2.3915, -1.8986, -1.9198], [3.9499, 1.9903, 0.9518], [3.1412, 0.7988, 1.1225], [3.6636, -0.3719, 1.7091], [2.8476, -1.4974, 1.7466], [1.5764, -1.4453, 1.2309], [1.0819, -0.2808, 0.6666], [1.8994, 0.7876, 0.5881], [1.4585, 1.7835, -0.0489], [0.6799, -2.5122, 1.3063], [4.9132, 1.8188, 1.4265], [3.4677, 2.8516, 1.4128], [4.0983, 2.2107, -0.1056], [4.6736, -0.3206, 2.0763], [3.2076, -2.4057, 2.2103], [1.0998, -3.4223, 1.2039], [-0.1336, -2.3956, 0.7239]],
  "atomic_forces_ev_per_a": [[0.29, 0.60, 0.22], [0.00, 0.00, -0.01], [0.00, 0.01, 0.01], [0.00, -0.01, 0.01], [0.00, 0.02, 0.00], [0.02, -0.02, -0.06], [-0.08, -0.03, 0.02], [0.08, 0.07, 0.01], [-0.11, -0.34, -0.10], [-0.01, 0.01, -0.01], [0.00, -0.01, 0.01], [0.00, 0.01, 0.00], [0.00, 0.00, 0.00], [0.04, -0.11, 0.03], [0.15, 0.00, -0.06], [-0.17, 0.09, 0.02], [0.09, -0.05, 0.02], [-0.12, -0.04, 0.00], [0.06, -0.06, 0.05], [0.00, 0.08, 0.03], [0.02, -0.03, 0.00], [-0.02, -0.03, 0.01], [0.02, -0.05, -0.03], [-0.06, 0.00, 0.10], [0.08, 0.09, -0.14], [-0.03, -0.34, 0.19], [-0.01, 0.17, -0.06], [0.01, 0.01, -0.02], [0.00, 0.01, 0.00], [-0.01, -0.04, 0.00], [0.00, -0.01, 0.00], [0.02, -0.01, 0.01], [0.00, 0.02, -0.03], [0.02, 0.01, 0.01], [-0.05, -0.03, -0.01], [-0.13, 0.04, -0.19], [-0.05, -0.02, -0.03], [-0.07, -0.05, -0.02], [0.02, 0.02, 0.01], [0.00, 0.00, 0.00], [-0.01, 0.00, -0.01], [0.01, 0.00, 0.00], [-0.01, 0.00, 0.01], [0.00, 0.00, 0.00], [0.00, 0.00, 0.00], [0.01, 0.01, -0.01]]
}

---

Ordered energy above the lowest of the compared OMol25 structures with the same formula, charge and spin results: 460.3, 129.3, 88.2; unit kJ/mol.
Ordered molecular weight results: 267.24, 1202.68, 663.59; unit g mol⁻¹.